{"formula": "C7H16Br4OSi", "method": "ωB97M-V/def2-TZVPD", "elements": ["C", "C", "C", "Si", "O", "H", "H", "H", "H", "H", "H", "H", "H", "Br", "C", "C", "Br", "H", "H", "H", "H", "Br", "C", "C", "Br", "H", "H", "H", "H"], "xyz": [[4.42, 1.56, 3.26], [4.46, 2.87, 2.85], [3.36, 3.56, 2.08], [1.61, 2.83, 2.20], [0.64, 3.91, 3.03], [5.08, 0.79, 2.87], [3.65, 1.24, 3.96], [5.36, 3.47, 3.06], [3.27, 4.61, 2.37], [3.68, 3.50, 1.04], [1.56, 1.60, 2.99], [1.10, 2.62, 0.85], [0.93, 3.94, 3.95], [0.82, 0.02, 0.94], [-0.91, -0.89, 0.97], [-0.96, -2.05, 0.01], [-1.15, -1.45, -1.83], [-1.66, -0.14, 0.76], [-1.02, -1.24, 1.99], [-1.83, -2.67, 0.21], [-0.06, -2.66, 0.05], [-3.88, -4.51, -6.50], [-4.53, -3.13, -5.29], [-3.61, -2.92, -4.13], [-3.77, -4.34, -2.81], [-5.53, -3.42, -4.99], [-4.59, -2.22, -5.90], [-3.86, -2.00, -3.60], [-2.56, -2.88, -4.42]], "mulliken_charge": [-0.73, -0.29, -0.55, 0.46, -0.52, 0.23, 0.32, 0.36, 0.40, 0.30, -0.15, -0.15, 0.32, -0.10, -0.62, -0.56, -0.13, 0.37, 0.37, 0.35, 0.35, -0.14, -0.57, -0.62, -0.12, 0.38, 0.36, 0.34, 0.37], "charge": 0, "smiles": "C=CC[SiH2]O.BrCCBr.BrCCBr"}

---

{"formula": "C6H15NO", "method": "ωB97M-V/def2-TZVPD", "elements": ["C", "C", "C", "N", "C", "C", "C", "O", "H", "H", "H", "H", "H", "H", "H", "H", "H", "H", "H", "H", "H", "H", "H"], "xyz": [[-0.14, 2.75, 0.27], [-0.33, 1.74, -0.87], [0.31, 2.16, -2.20], [0.20, 0.41, -0.59], [-0.51, -0.82, -0.78], [-0.61, -1.59, 0.53], [0.69, -1.93, 1.31], [0.31, -2.91, 2.24], [0.84, 2.53, 0.73], [-0.27, 3.77, -0.08], [-0.83, 2.58, 1.08], [-1.42, 1.65, -1.11], [-0.10, 1.69, -3.10], [1.35, 1.83, -2.20], [0.28, 3.18, -2.60], [1.11, 0.37, -0.17], [0.10, -1.40, -1.53], [-1.50, -0.60, -1.18], [-1.26, -1.13, 1.30], [-1.02, -2.62, 0.41], [1.25, -1.10, 1.71], [1.42, -2.34, 0.57], [0.08, -2.52, 3.09]], "mulliken_charge": [-1.34, 0.40, -1.33, -0.14, -0.64, -0.34, -0.57, -0.52, 0.32, 0.37, 0.32, 0.17, 0.33, 0.31, 0.39, 0.23, 0.28, 0.31, 0.22, 0.32, 0.29, 0.31, 0.32], "charge": 0, "smiles": "CC(C)NCCCO"}

---

{"formula": "C44H80Cl4O20S6", "method": "ωB97M-V/def2-TZVPD", "elements": ["O", "S", "O", "C", "C", "C", "C", "H", "H", "H", "H", "H", "H", "H", "H", "O", "S", "O", "C", "C", "C", "C", "H", "H", "H", "H", "H", "H", "H", "H", "O", "S", "O", "C", "C", "C", "C", "H", "H", "H", "H", "H", "H", "H", "H", "O", "S", "O", "C", "C", "C", "C", "H", "H", "H", "H", "H", "H", "H", "H", "O", "S", "O", "C", "C", "C", "C", "H", "H", "H", "H", "H", "H", "H", "H", "O", "S", "O", "C", "C", "C", "C", "H", "H", "H", "H", "H", "H", "H", "H", "O", "C", "C", "C", "C", "O", "H", "H", "H", "H", "H", "H", "O", "C", "C", "C", "C", "O", "H", "H", "H", "H", "H", "H", "O", "C", "C", "C", "C", "O", "H", "H", "H", "H", "H", "H", "O", "C", "C", "C", "C", "O", "H", "H", "H", "H", "H", "H", "Cl", "C", "C", "Cl", "H", "H", "H", "H", "Cl", "C", "C", "Cl", "H", "H", "H", "H"], "xyz": [[0.78, 6.59, 1.09], [-0.58, 6.48, 1.58], [-1.57, 7.52, 1.39], [-1.21, 4.85, 1.10], [-0.50, 3.91, 2.07], [-0.83, 4.54, 3.43], [-0.51, 6.05, 3.38], [-1.13, 4.63, 0.04], [-2.27, 4.86, 1.38], [-0.81, 2.87, 1.97], [0.56, 3.92, 1.79], [-0.19, 4.08, 4.18], [-1.89, 4.46, 3.65], [0.46, 6.26, 3.83], [-1.22, 6.68, 3.91], [1.83, -3.62, -3.97], [0.84, -4.51, -3.40], [-0.44, -4.65, -4.06], [1.57, -6.14, -3.05], [2.06, -6.04, -1.62], [1.03, -5.29, -0.80], [0.67, -4.07, -1.63], [2.35, -6.38, -3.77], [0.72, -6.81, -3.17], [2.33, -7.02, -1.21], [3.02, -5.51, -1.62], [1.29, -5.02, 0.22], [0.19, -5.99, -0.71], [1.39, -3.25, -1.64], [-0.30, -3.59, -1.50], [7.46, 0.50, -3.12], [6.03, 0.54, -3.39], [5.37, 1.83, -3.55], [5.64, -0.59, -4.79], [4.79, -1.72, -4.18], [4.14, -1.29, -2.89], [5.15, -0.45, -2.13], [6.65, -0.89, -5.04], [5.20, -0.03, -5.61], [4.12, -2.08, -4.96], [5.44, -2.59, -3.98], [3.70, -2.09, -2.30], [3.28, -0.66, -3.14], [5.94, -1.07, -1.70], [4.82, 0.24, -1.35], [-6.25, 2.94, -2.74], [-5.78, 3.20, -1.40], [-6.25, 4.37, -0.69], [-5.87, 1.67, -0.40], [-4.59, 0.92, -0.80], [-3.51, 2.01, -0.65], [-3.99, 3.26, -1.41], [-6.77, 1.09, -0.59], [-5.88, 2.05, 0.63], [-4.35, 0.13, -0.08], [-4.59, 0.45, -1.78], [-2.51, 1.74, -1.00], [-3.36, 2.20, 0.42], [-3.62, 3.24, -2.43], [-3.65, 4.12, -0.83], [-3.13, -1.11, 4.49], [-3.24, -0.12, 3.43], [-2.69, -0.28, 2.10], [-4.97, 0.43, 3.25], [-5.07, 1.53, 4.29], [-3.81, 2.40, 4.15], [-2.62, 1.42, 4.14], [-5.62, -0.43, 3.26], [-4.98, 0.89, 2.26], [-5.99, 2.11, 4.23], [-4.93, 1.15, 5.31], [-3.65, 3.14, 4.93], [-3.87, 2.89, 3.18], [-2.22, 1.28, 5.14], [-1.78, 1.75, 3.54], [-2.20, -2.25, -1.20], [-3.04, -3.38, -0.86], [-2.54, -4.45, -0.02], [-4.65, -2.80, -0.26], [-5.59, -2.71, -1.47], [-5.27, -3.92, -2.32], [-3.75, -4.06, -2.40], [-4.55, -2.00, 0.47], [-4.99, -3.61, 0.40], [-6.63, -2.79, -1.15], [-5.37, -1.76, -1.95], [-5.74, -3.80, -3.29], [-5.71, -4.83, -1.90], [-3.38, -3.53, -3.28], [-3.39, -5.08, -2.47], [1.90, 2.68, 0.15], [1.47, 1.57, 0.23], [2.16, 0.27, 0.61], [1.03, -0.76, 0.45], [-0.28, 0.02, 0.32], [0.18, 1.33, -0.06], [3.04, 0.11, 0.01], [2.42, 0.33, 1.67], [1.22, -1.35, -0.45], [0.99, -1.51, 1.25], [-0.93, -0.39, -0.45], [-0.74, 0.07, 1.30], [1.21, 1.73, -5.33], [2.01, 2.19, -4.56], [2.47, 1.69, -3.21], [3.36, 2.79, -2.71], [3.84, 3.47, -3.99], [2.77, 3.25, -4.92], [1.61, 1.54, -2.56], [2.88, 0.70, -3.46], [2.87, 3.49, -2.04], [4.20, 2.41, -2.11], [4.02, 4.53, -3.84], [4.75, 2.99, -4.34], [-3.80, 0.71, -3.73], [-2.76, 0.14, -3.75], [-1.51, 0.45, -2.95], [-0.51, -0.55, -3.51], [-1.31, -1.60, -4.25], [-2.54, -0.92, -4.57], [-1.20, 1.49, -2.94], [-1.66, 0.12, -1.92], [0.25, -0.05, -4.12], [0.05, -1.10, -2.74], [-0.79, -1.88, -5.17], [-1.52, -2.51, -3.71], [4.18, -0.31, 2.74], [5.04, 0.46, 3.04], [4.90, 1.97, 3.13], [6.37, 2.44, 3.12], [7.15, 1.21, 3.48], [6.32, 0.09, 3.21], [4.44, 2.31, 2.21], [4.30, 2.33, 3.96], [6.60, 2.78, 2.11], [6.57, 3.26, 3.81], [8.08, 1.13, 2.92], [7.45, 1.25, 4.53], [0.86, 0.88, 4.34], [1.72, -0.59, 4.91], [2.75, -0.17, 5.94], [3.94, -1.40, 6.29], [2.22, -1.07, 4.07], [0.97, -1.28, 5.29], [2.21, 0.09, 6.85], [3.22, 0.76, 5.63], [0.96, -3.88, 3.46], [-0.71, -3.71, 2.88], [-1.66, -4.44, 3.81], [-3.30, -4.10, 3.27], [-0.76, -4.01, 1.84], [-0.95, -2.65, 2.97], [-1.59, -4.17, 4.86], [-1.50, -5.51, 3.77]], "mulliken_charge": [-0.63, 1.13, -0.67, -0.79, 1.25, -0.37, -0.90, 0.56, 0.20, -1.09, 0.05, 0.39, 0.11, 0.37, 0.46, -0.54, 1.09, -0.69, -0.82, -0.89, -0.36, 2.28, 0.45, 0.37, 0.45, 0.29, 0.40, 0.25, -0.86, -1.40, -0.72, 1.05, -0.61, -0.88, -0.82, 1.28, -0.68, 0.46, 0.46, 0.27, 0.48, 0.30, -0.23, 0.66, -0.05, -0.65, 1.21, -0.73, -1.17, 1.37, 1.81, -1.12, 0.60, 0.28, -1.08, 0.05, -1.24, -0.30, 0.56, 0.50, -0.78, 0.93, 0.22, -0.29, -1.15, -0.50, 0.47, 0.58, -0.31, 0.48, 0.38, 0.51, 0.08, 0.56, -1.09, -0.60, 1.37, -0.82, -0.26, -0.24, -0.98, -0.60, -0.37, 0.45, 0.47, 0.10, 0.42, 0.28, 0.12, 0.56, -0.75, 0.30, 2.48, 1.46, 2.51, -0.09, -0.98, -1.06, -1.63, 0.26, -1.74, -0.51, -0.60, 0.20, 2.24, -0.97, -0.29, -0.46, -0.88, -1.46, 0.33, 0.34, 0.41, 0.21, -0.59, 0.05, 1.97, 0.81, 0.64, -0.46, 0.92, -2.38, 0.03, -0.83, 0.44, -0.94, -0.49, 0.37, 0.24, -0.71, -0.48, -0.42, -0.12, 0.34, 0.29, 0.32, 0.36, 0.26, -0.08, -0.42, -0.39, -0.19, 0.07, 0.48, 0.42, 0.07, -0.22, 0.78, -0.58, -0.15, -0.23, -0.36, 0.36, 0.40], "charge": 0, "smiles": "O=S1(=O)CCCC1.O=S1(=O)CCCC1.O=S1(=O)CCCC1.O=S1(=O)CCCC1.O=S1(=O)CCCC1.O=S1(=O)CCCC1.O=C1CCCO1.O=C1CCCO1.O=C1CCCO1.O=C1CCCO1.ClCCCl.ClCCCl"}

---

The DFT total energy results, record by record, are as follows: -10937.02212; -367.55304; -7459.16819 Ha.
The M results, record by record, are as follows: 463.91; 117.19; 1263.32 g mol⁻¹.
The Kohn-Sham gap results, record by record, are as follows: 8.3; 9.0; 9.8 eV.